The following is a DFT calculation (the ωB97M-V functional and the def2-TZVPD basis) of one molecule with the formula C2H2N4O2 in a non-equilibrium geometry.

* max |F|: 6.04 eV/A
* HOMO level: -10.6 eV
* SMILES string: O=c1nn[nH]c(=O)[nH]1
* orbital gap: 9.562 eV
* ΔE to the lowest compared entry with this formula, charge and spin: 111.1 kcal/mol

```
! RIJCOSX wB97M-V def2-TZVPD def2/J DEFGRID3
* xyz 0 1
O -0.080 2.217 -1.127
C 0.062 0.957 -0.943
N 1.161 0.183 -1.191
N 1.511 -0.534 -0.168
N 0.824 -0.907 1.033
C -0.683 -0.738 0.954
O -1.677 -1.318 1.429
N -0.914 0.194 -0.180
H 1.486 -1.544 1.729
H -1.791 0.480 -0.671
*
```

These are the Mulliken partial charges, in e, on atoms 1 to 6: O -0.514; C 0.491; N -0.212; N -0.158; N 0.003; C 0.445